Entry 1:
C16H16I2N3OS6Zn | ωB97M-V/def2-TZVPD

* spin multiplicity: 1
* charge: -1
* HOMO-LUMO gap: 6.24 eV
* E_tot: -5622.8810 Eh

```
45
Properties=species:S:1:pos:R:3:lowdin_charge:R:1
Zn -0.1694 1.5025 -0.7822 0.32
I 6.1586 -0.8919 2.3339 0.76
C 4.6859 -0.0001 1.0922 -0.73
C 4.6841 -0.2528 -0.2679 -0.24
C 3.6999 0.3285 -1.0294 -0.61
I 3.5967 0.0000 -3.1073 0.90
C 2.6562 1.1219 -0.5053 -0.48
O 1.7465 1.5809 -1.2795 -0.21
C 2.7098 1.3484 0.8938 -0.17
C 1.5977 2.1007 1.5561 -0.16
N 0.3585 1.3248 1.4541 -0.10
C 0.4938 -0.0573 1.8905 -0.17
C 0.8785 -0.9293 0.7329 -0.26
C 1.8075 -1.9548 0.8401 -0.02
C 2.0726 -2.7344 -0.2701 -0.06
C 1.3658 -2.4966 -1.4395 -0.08
C 0.4455 -1.4647 -1.4503 -0.16
N 0.2220 -0.6948 -0.3980 0.06
C 3.7223 0.8091 1.6611 -0.14
H 5.4364 -0.8805 -0.7222 0.08
H 1.4159 3.0551 1.0511 0.09
H 1.8587 2.3010 2.6071 0.12
H -0.3630 1.7913 1.9979 0.10
H -0.4885 -0.3988 2.2285 0.04
H 1.2100 -0.1832 2.7129 0.13
H 2.3120 -2.1257 1.7782 0.12
H 2.8202 -3.5105 -0.2260 0.11
H 1.5186 -3.0984 -2.3207 0.10
H -0.1324 -1.2299 -2.3352 0.06
H 3.7424 1.0188 2.7219 0.10
S -1.8935 0.6885 -2.3845 0.05
S -3.1570 2.3003 -2.3166 -0.10
S -2.9983 3.0513 -0.3989 -0.18
S -1.0830 3.7020 -0.2438 -0.03
S -2.9730 -0.1039 1.9796 0.60
C -4.0250 -0.1977 0.7319 -1.21
N -3.7611 -0.7530 -0.4483 -0.10
C -4.7871 -0.7083 -1.4643 -0.28
C -6.1157 -0.3915 -0.7854 -0.42
S -5.7012 0.3478 0.8334 0.88
H -2.8032 -0.7104 -0.8110 0.02
H -4.8275 -1.6820 -1.9573 0.12
H -4.5246 0.0507 -2.2096 0.03
H -6.7021 -1.2881 -0.5832 0.06
H -6.7105 0.3150 -1.3605 0.07
```

***

Entry 2:
C5H6ClN2 | ωB97M-V/def2-TZVPD

* spin multiplicity: 1
* structure (SMILES): N[C@]12[NH+]=C[C@H]1C=C2Cl
* charge: +1
* HOMO-LUMO gap: 8.39 eV
* E_tot: -763.4383 Eh
* energy above the lowest of the compared OMol25 structures with the same formula, charge and spin: 41.3 kcal/mol

```
14
Properties=species:S:1:pos:R:3:lowdin_charge:R:1
C -0.6588 0.7985 1.3965 -0.01
C 0.6048 1.1479 1.0476 -0.62
C 0.3753 0.0914 -0.2724 -0.38
C -1.1247 -0.0136 0.1510 -0.11
C -0.9980 -1.5620 -0.0510 0.18
N 0.2926 -1.4186 -0.1932 0.19
N 0.8055 0.4854 -1.5432 0.13
Cl 1.9087 2.0413 1.5129 0.81
H -1.2925 1.0790 2.2185 0.11
H -1.9170 0.4783 -0.4034 0.15
H -1.6179 -2.4376 -0.0117 0.15
H 1.0254 -2.1148 -0.3320 0.19
H 1.5799 -0.0494 -1.9129 0.10
H 1.0167 1.4742 -1.6066 0.11
```

***

Entry 3:
C44H63BCl2GeN2OP2Se3TeTi | ωB97M-V/def2-TZVPD

* spin multiplicity: 1
* charge: -2
* HOMO-LUMO gap: 5.59 eV
* E_tot: -13925.8970 Eh

```
121
Properties=species:S:1:pos:R:3:lowdin_charge:R:1
Ti 1.1239 0.5894 -0.3123 0.28
C 4.6612 -3.3340 -2.5483 -0.12
C 3.1344 -3.3146 -2.5906 -0.69
C 2.6110 -4.6981 -2.9741 -0.10
C 2.7017 -2.3447 -3.6945 -0.14
P 2.4519 -2.5646 -0.9655 1.14
C 0.6758 -3.1971 -1.0524 -0.32
N -0.1337 -2.4754 -0.1060 -0.05
B 0.0197 -1.0874 0.3015 -0.57
N -0.8852 -0.9783 1.4318 -0.04
C -1.1204 0.2395 2.1655 -0.28
P 0.5333 0.9507 2.7258 1.20
C 0.0877 2.7695 3.1280 -0.66
C -0.7026 3.3327 1.9485 -0.13
C 1.4188 3.5284 3.1871 -0.10
C -0.7172 3.0041 4.4047 -0.10
C 0.8171 0.0721 4.4125 -0.67
C 1.3020 -1.3190 4.0046 -0.12
C -0.3490 -0.1069 5.3858 -0.09
C 1.9833 0.7452 5.1342 -0.11
C -1.5406 -2.1588 1.6391 -0.19
C -2.4880 -2.5447 2.5725 -0.03
C -2.9604 -3.8519 2.5465 -0.14
C -2.5118 -4.7555 1.5982 -0.14
C -1.5634 -4.3862 0.6525 -0.04
C -1.0725 -3.0939 0.6754 -0.20
C 3.1298 -3.6281 0.4832 -0.67
C 4.4195 -2.9562 0.9593 -0.12
C 2.0974 -3.5041 1.6034 -0.10
C 3.3798 -5.1180 0.2554 -0.10
H 5.0627 -3.5455 -3.5403 0.08
H 5.0431 -4.0832 -1.8612 0.06
H 5.0473 -2.3662 -2.2347 -0.01
H 2.9924 -4.9540 -3.9646 0.08
H 1.5255 -4.7063 -3.0298 0.07
H 2.9333 -5.4677 -2.2813 0.05
H 3.1353 -2.6371 -4.6527 0.08
H 3.0347 -1.3303 -3.4811 -0.02
H 1.6189 -2.3240 -3.8050 0.04
H 0.6550 -4.2701 -0.8304 0.08
H 0.2997 -3.0540 -2.0777 0.06
H -1.8173 0.0811 2.9926 0.08
H -1.5371 0.9791 1.4625 0.06
H -0.2967 2.9553 0.9950 0.02
H -0.6391 4.4202 1.9438 0.09
H -1.7562 3.0679 2.0086 0.07
H 1.8782 3.5269 2.2012 0.07
H 2.1223 3.0858 3.8867 0.06
H 1.2451 4.5663 3.4774 0.08
H -1.6130 2.3857 4.4160 0.07
H -1.0323 4.0491 4.4385 0.08
H -0.1267 2.8062 5.2958 0.05
H 0.5314 -1.8541 3.4532 0.07
H 1.5545 -1.9035 4.8901 0.09
H 2.2041 -1.2240 3.4013 0.07
H -1.1969 -0.5989 4.9159 0.06
H -0.6832 0.8285 5.8223 0.05
H -0.0072 -0.7520 6.1982 0.08
H 2.8425 0.8481 4.4692 0.02
H 2.2957 0.1217 5.9727 0.08
H 1.7155 1.7228 5.5243 0.06
H -2.8547 -1.8566 3.3229 0.09
H -3.6871 -4.1675 3.2851 0.08
H -2.9104 -5.7621 1.5874 0.08
H -1.2150 -5.1059 -0.0769 0.10
H 4.2410 -1.9128 1.2160 0.01
H 5.2029 -2.9849 0.2058 0.07
H 4.7951 -3.4455 1.8592 0.08
H 1.7538 -2.4754 1.6756 0.05
H 2.5412 -3.7837 2.5588 0.09
H 1.2358 -4.1470 1.4339 0.08
H 4.2059 -5.3094 -0.4244 0.06
H 2.4888 -5.6196 -0.1172 0.07
H 3.6339 -5.5769 1.2132 0.08
Se 2.6595 1.0927 -2.3665 0.12
Se 4.5679 0.1159 -1.5051 -0.17
Te 5.6593 1.6243 0.1569 0.20
Se 5.0582 0.7564 2.4096 -0.34
O 2.4321 1.9461 0.6324 -0.32
H 2.9346 1.4917 1.3425 -0.10
H 2.7010 1.5242 -0.2155 -0.18
Cl -1.0808 -1.1003 -5.6035 0.51
C -0.3492 0.0694 -4.5074 -0.95
Cl -0.2509 -0.5574 -2.8482 0.63
H -0.9826 0.9557 -4.5056 0.01
H 0.6567 0.2889 -4.8668 0.03
C -0.2865 1.6399 -0.7994 -0.44
Ge -1.8480 2.2522 -1.6162 0.86
C -3.0767 3.4036 -0.5134 -0.26
C -4.0097 2.8543 0.3578 -0.12
C -4.7074 3.6388 1.2576 -0.11
C -4.4838 5.0059 1.3081 -0.12
C -3.5582 5.5731 0.4458 -0.11
C -2.8628 4.7748 -0.4418 -0.12
C -1.4037 3.5011 -3.1324 -0.28
C -0.0766 3.5802 -3.5305 -0.12
C 0.3325 4.4252 -4.5441 -0.09
C -0.6008 5.2216 -5.1896 -0.12
C -1.9282 5.1713 -4.7975 -0.11
C -2.3204 4.3226 -3.7772 -0.14
C -3.1579 0.9573 -2.4875 -0.27
C -3.6307 1.1301 -3.7818 -0.13
C -4.4886 0.2155 -4.3655 -0.12
C -4.8921 -0.9028 -3.6580 -0.12
C -4.4144 -1.1049 -2.3724 -0.10
C -3.5497 -0.1867 -1.8043 -0.13
H -4.1927 1.7868 0.3265 0.09
H -5.4241 3.1879 1.9366 0.09
H -5.0235 5.6251 2.0161 0.09
H -3.3720 6.6417 0.4804 0.09
H -2.1307 5.2176 -1.1048 0.10
H 0.6457 2.9637 -3.0021 0.03
H 1.3750 4.4709 -4.8316 0.10
H -0.2936 5.8881 -5.9868 0.09
H -2.6603 5.8031 -5.2916 0.09
H -3.3574 4.3008 -3.4631 0.10
H -3.3197 1.9998 -4.3477 0.08
H -4.8304 0.3682 -5.3831 0.09
H -5.5671 -1.6189 -4.1125 0.09
H -4.7067 -1.9915 -1.8233 0.10
H -3.1511 -0.3649 -0.8111 0.10
```

***

Entry 4:
C3H5FS2 | ωB97M-V/def2-TZVPD

* spin multiplicity: 1
* structure (SMILES): FC[C@@H](S)C=S
* HOMO-LUMO gap: 8.28 eV
* E_tot: -1013.4962 Eh
* energy above the lowest of the compared OMol25 structures with the same formula, charge and spin: 19.5 kcal/mol

```
11
Properties=species:S:1:pos:R:3:lowdin_charge:R:1
C -0.1577 0.3310 0.1997 -0.77
C 0.9028 -0.7343 0.5089 -0.29
C -1.3306 -0.1379 -0.5994 -0.63
H 1.1256 1.6105 -1.3410 -0.12
H -0.5045 0.6177 1.2395 0.08
H 0.4188 -1.3759 1.1901 0.10
H 1.7335 -0.2988 1.0779 0.12
H -1.1676 -0.6427 -1.5307 0.05
F 1.2893 -1.4465 -0.5505 0.00
S 0.5429 1.9590 -0.1652 0.76
S -2.8526 0.1180 -0.0293 0.69
```

***

Entry 5:
C5H10O2 | ωB97M-V/def2-TZVPD

* spin multiplicity: 1
* HOMO-LUMO gap: 7.72 eV
* E_tot: -346.7790 Eh
* energy above the lowest of the compared OMol25 structures with the same formula, charge and spin: 154.6 kcal/mol

```
17
Properties=species:S:1:pos:R:3:lowdin_charge:R:1
C 1.0341 0.7867 -1.2016 -0.02
C 0.7201 0.0183 0.0566 -0.47
C -0.3346 -1.0663 -0.0223 -0.03
C -2.1745 0.3126 -0.4850 -0.05
O -1.6580 -0.6105 0.7667 -0.13
C 1.6908 -0.0512 1.1677 -0.07
O 0.5465 0.8045 1.2626 -0.04
H 1.5922 0.1607 -1.8971 0.09
H 0.0946 1.0947 -1.6588 0.06
H 1.6329 1.6656 -0.9700 0.09
H -0.0799 -1.9315 0.6036 0.12
H -0.5482 -1.3879 -1.0390 0.12
H -2.8731 -0.4036 -0.9314 0.00
H -2.7472 1.0194 0.0530 -0.03
H -1.2302 0.0231 1.3747 0.11
H 2.6434 0.4741 1.0761 0.12
H 1.6912 -0.9087 1.8442 0.12
```

***

Entry 6:
C6H8N4 | ωB97M-V/def2-TZVPD

* spin multiplicity: 1
* structure (SMILES): N#C[C@]12CNC[C@H]1CN=N2
* HOMO-LUMO gap: 9.93 eV
* E_tot: -452.2367 Eh
* energy above the lowest of the compared OMol25 structures with the same formula, charge and spin: 141.2 kcal/mol

```
18
Properties=species:S:1:pos:R:3:lowdin_charge:R:1
C 1.7339 -0.4527 0.4251 -0.19
C 0.4012 -0.0856 -0.1073 -0.43
C 0.9663 1.2199 -0.7252 -0.20
C -1.0329 1.5483 0.7562 -0.15
C -0.9151 0.0649 0.7554 -0.26
C -1.7750 -1.1257 0.3659 -0.20
H 1.1994 0.7262 -1.8249 0.17
H 2.0485 1.3827 -0.4123 0.12
H -0.0554 3.0105 -0.7705 0.18
H -2.1439 1.5509 0.5939 0.11
H -0.7343 2.2649 1.7349 0.17
H -0.7438 -0.2489 1.8135 0.15
H -1.9577 -2.0035 1.1775 0.17
H -2.9114 -0.9319 0.2690 0.14
N 2.7439 -0.9633 0.7968 0.16
N -0.3136 1.9018 -0.5885 -0.06
N -1.1289 -1.6482 -0.7673 0.03
N -0.0115 -1.1138 -1.0699 0.11
```